Record 1
DFT (ωB97M-V/def2-TZVPD) results for C23H38N4O2Se2TeY as an isolated structure at a distorted geometry.

## Properties
Relative energy (zero: lowest compared OMol25 entry of this formula, charge and spin)   78.6 kcal/mol
Net charge   -1
HOMO-LUMO gap   4.6 eV
M   777.01 g mol⁻¹
Highest occupied orbital energy   -0.092 Ha

The geometry in XYZ format:
```
71
Properties=species:S:1:pos:R:3:lowdin_charge:R:1
H 0.903 2.863 3.300 0.0577
H 1.257 4.560 -3.320 0.0696
C 0.087 -2.321 5.682 -0.1104
H 3.539 -3.252 -3.795 0.0734
H -0.711 2.239 1.523 -0.0241
O 0.801 -2.288 -1.710 -0.2694
H 3.913 -2.097 -1.856 0.1323
H -3.201 3.336 1.286 0.0924
C 3.108 5.335 -2.581 -0.1333
H -2.186 -1.181 -6.173 0.0017
H 0.922 2.085 4.923 0.0735
C 0.282 0.246 1.907 -0.3048
C -2.034 -0.883 -5.154 -0.4129
C -2.524 2.822 0.597 -0.2674
C -3.073 1.379 0.434 -0.2448
H 2.307 -2.127 -3.795 0.0554
C -1.214 -4.283 -2.891 -0.5839
C 0.815 0.591 3.321 -0.5919
H -1.560 -4.378 -4.970 0.0741
H 2.408 -0.712 3.009 0.0854
C 1.961 -2.054 -1.258 -0.7323
C 4.274 4.058 -0.973 -0.1191
Te 0.728 1.813 -2.275 0.7368
H 3.372 2.151 -0.483 0.0858
H -0.148 -4.387 -2.811 0.0376
H 4.975 5.990 -1.658 0.1043
H 2.947 0.651 4.172 0.0741
H -1.659 0.239 3.518 0.0740
C -1.962 -1.530 4.712 -0.1057
H -2.962 0.837 1.375 0.0880
C 3.342 3.029 -1.107 -0.1375
H 0.630 -2.930 6.382 0.0860
N -2.346 0.573 -0.608 -0.0584
H 5.031 3.945 -0.189 0.1006
C 4.187 5.207 -1.723 -0.1262
Y 0.150 -0.307 -0.172 1.0078
H -2.644 3.254 -0.375 0.0870
H 0.165 -0.930 1.935 -0.0027
H -0.398 3.296 0.330 0.0284
H -1.552 -5.326 -2.852 0.0616
C -1.673 -3.623 -4.174 -0.5692
C 2.248 3.195 -1.974 -0.7019
H -1.742 -3.343 5.917 0.0980
H -4.007 -3.602 -2.513 0.0136
H -4.137 1.426 0.188 0.0966
N 2.699 -2.947 -3.307 -0.0055
H -3.038 -1.615 4.694 0.0932
C 2.120 4.391 -2.693 -0.2034
C 2.341 0.363 3.276 -0.0974
Se -1.786 -3.435 -1.215 0.9344
N 3.038 -2.618 -1.975 -0.0282
C -1.244 -2.495 5.403 -0.1352
C 0.501 2.053 3.897 -0.0545
H 3.000 6.222 -3.198 0.0937
C -3.700 -3.432 -1.481 -0.4273
C 0.802 -1.272 5.086 -0.0386
H -4.073 -2.443 -1.222 0.0003
O 2.202 -1.306 -0.255 -0.1516
H -2.165 1.183 -1.418 0.0252
H 2.745 0.945 2.442 0.0646
H -2.933 -0.793 -4.546 0.0194
N -1.113 2.976 0.981 0.0058
H -0.587 2.255 3.988 0.0669
C 0.130 -0.394 4.243 -0.2164
Se -0.659 -1.993 -4.327 0.9337
H -1.568 0.111 -5.162 0.0086
H -2.724 -3.331 -4.032 0.0384
H -2.961 -0.174 -0.884 0.0435
H -4.209 -4.174 -0.874 0.0095
C -1.277 -0.509 4.151 -0.0673
H 1.834 -1.136 5.309 0.0887
```

=====

Record 2
DFT (ωB97M-V/def2-TZVPD) results for C23H38N4O5PRe as an isolated structure at a distorted geometry.

## Properties
Spin multiplicity   2
<S²>   1.01
Net charge   +1
HOMO-LUMO gap (spin up / spin down)   7.3 / 7.4 eV
M   667.76 g mol⁻¹
Highest occupied orbital energy (spin up / spin down)   -0.429 / -0.417 Ha

The geometry in XYZ format:
```
72
Properties=species:S:1:pos:R:3:lowdin_charge:R:1
C 4.518 2.237 -0.057 -0.1712
N 3.023 -0.886 -3.007 -0.1977
C 6.353 0.538 0.336 -0.1720
H 7.031 0.200 1.120 0.1196
H -2.648 -3.079 1.460 0.1664
C -3.623 -0.112 2.772 -0.0852
H 3.144 -1.768 1.212 0.0936
H 3.626 -0.228 -6.633 0.1127
H 5.811 2.149 1.675 0.1131
C 4.009 -1.714 -5.101 -0.1743
H 3.581 -2.701 -4.907 0.1075
H -3.235 -1.095 -0.391 0.1589
O -1.026 -1.536 -0.910 -0.2633
H 6.907 0.478 -0.604 0.1185
H 4.142 -5.909 0.603 0.1155
C 5.881 1.974 0.601 -0.1801
H 6.621 2.678 0.218 0.1126
H 4.582 -0.321 1.182 0.1177
N 3.231 -2.421 -0.817 -0.1735
P 3.078 -0.936 -1.400 0.6089
H 5.005 -1.608 -3.186 0.1166
H 1.049 -0.193 -3.233 0.0927
C -1.495 -1.444 2.503 -0.0741
N 1.667 -0.250 -0.863 -0.3125
C 3.056 -0.881 -5.970 -0.1793
Re 0.206 -0.403 0.042 1.6376
C -2.156 -0.063 2.405 -0.2475
H -3.778 -0.639 3.713 0.1281
H 5.155 1.561 -2.009 0.1218
N 4.356 -0.067 -0.928 -0.1806
H -1.595 0.737 2.869 0.1598
O 0.805 -2.092 2.828 0.1514
H 3.704 2.014 0.638 0.1132
H 4.863 -3.565 1.037 0.1114
H 1.360 -1.740 -4.012 0.1259
H 3.413 1.609 -1.809 0.1072
C 5.171 -0.409 0.263 -0.1842
C -4.236 -0.828 1.553 -0.0829
H 3.011 -3.382 -2.688 0.0978
C 3.804 -3.830 1.119 -0.1634
C 0.019 -1.279 2.472 -0.5212
H -1.738 -1.996 3.408 0.1662
O -2.163 0.123 0.942 -0.1352
C 2.958 -2.669 0.629 -0.2084
H 4.416 3.287 -0.332 0.1180
H 2.478 -1.547 -6.612 0.1133
H 3.480 -5.651 -1.811 0.1198
C 3.725 -4.782 -1.199 -0.1722
O 0.404 -0.019 1.912 -0.2719
H 4.734 -0.045 -3.941 0.1185
H 4.955 -1.882 -5.616 0.1195
O -0.437 -3.513 0.115 0.1296
H 2.553 0.930 -4.869 0.1167
C 4.347 1.376 -1.297 -0.1894
C 3.517 -5.076 0.284 -0.1855
H -4.713 -1.776 1.801 0.1279
C -2.124 -2.165 1.192 -0.0737
C 2.867 -3.609 -1.635 -0.1650
H 1.180 0.168 -5.644 0.1188
H 3.588 -4.007 2.173 0.1235
C -3.025 -1.044 0.668 -0.2470
H -4.018 0.895 2.878 0.1255
H 1.894 -2.908 0.740 0.0863
H 2.475 -5.374 0.445 0.1214
C 2.106 -0.039 -5.108 -0.1729
H 1.806 -3.835 -1.473 0.1230
C 4.292 -1.031 -3.774 -0.1783
C 1.783 -0.752 -3.808 -0.1831
H 5.497 -1.443 0.170 0.1107
C -1.103 -2.527 0.112 -0.5460
H -4.970 -0.201 1.053 0.1249
H 4.775 -4.533 -1.382 0.1197
```

=====

Record 3
DFT (ωB97M-V/def2-TZVPD) results for C23H39BrIN10O3SiV as an isolated structure at a distorted geometry.

## Properties
Relative energy (zero: lowest compared OMol25 entry of this formula, charge and spin)   21.1 kcal/mol
Spin multiplicity   4
<S²>   3.76
Net charge   -1
HOMO-LUMO gap (spin up / spin down)   6.1 / 7.2 eV
M   789.47 g mol⁻¹
Highest occupied orbital energy (spin up / spin down)   -0.163 / -0.204 Ha

The geometry in XYZ format:
```
79
Properties=species:S:1:pos:R:3:lowdin_charge:R:1
H 2.365 -1.403 -4.361 0.0827
C -0.621 1.438 2.817 -0.2803
C -1.258 -0.724 2.621 -0.1446
H 3.268 -6.909 4.564 0.0832
C 4.346 -1.594 4.067 -0.1200
H -1.110 -2.548 -3.341 0.0897
H -0.104 -2.200 -4.757 0.0862
H 4.677 -2.733 -0.311 0.0633
C 5.275 -5.266 0.718 -0.0924
C 4.882 -2.642 3.081 -0.6250
H 2.030 -3.477 5.012 0.0694
H 3.614 -4.101 5.472 0.0594
C -1.132 3.967 0.633 -0.3721
C -0.483 0.083 4.734 -0.0499
H 1.294 -5.984 2.337 0.0587
H 3.109 -5.968 -0.734 0.0864
N -3.316 3.798 -2.124 0.0208
N -0.860 2.698 0.873 -0.0274
O 0.475 0.373 -4.000 0.0666
C -1.002 -0.952 3.966 -0.0715
H 6.094 -4.572 0.890 0.0607
H 3.653 -0.911 3.581 0.0468
H 4.852 -1.224 1.418 0.0686
C 5.564 -1.844 1.962 -0.1011
N -1.574 4.356 -0.590 0.1587
N -0.664 3.874 2.705 0.0888
H 0.659 -4.643 3.272 0.0436
H 6.773 -2.826 4.098 0.0836
H 2.926 -1.253 -2.691 0.0858
C 3.944 -3.518 -0.462 -0.1106
C 0.829 -1.730 -2.871 -0.5310
I 2.136 1.212 0.400 0.0713
C 2.771 -5.018 3.659 -0.6279
H 1.867 -5.132 0.183 0.0812
C -0.286 1.321 4.155 0.0099
C 5.955 -3.480 3.789 -0.0949
Si 3.479 -3.762 2.368 0.4643
C 2.277 -1.816 -3.359 -0.0191
C -0.097 -2.579 -3.738 -0.0163
N -0.981 4.711 1.755 0.1047
H -0.229 -0.075 5.772 0.1099
C 1.353 -5.480 3.296 -0.1206
H 5.459 -5.750 -0.243 0.0846
H 6.091 -2.477 1.252 0.0614
H -1.620 -1.513 1.976 0.1208
H 4.689 -6.007 4.055 0.0667
H -1.188 -1.928 4.389 0.1048
H 2.804 -6.438 0.929 0.0581
H 3.694 -6.833 2.863 0.0619
N -3.171 1.643 -2.057 -0.0664
C 2.853 -5.585 0.256 -0.1019
H 5.189 -1.005 4.433 0.0833
V -0.537 1.167 -0.368 0.4897
H 0.248 -3.614 -3.738 0.0793
O 0.752 -2.226 -1.543 -0.0620
H 5.324 -6.037 1.487 0.0652
H 6.379 -4.247 3.143 0.0662
C 2.652 -4.370 5.044 -0.1109
H 0.105 2.168 4.694 0.1143
C 3.915 -4.558 0.667 -0.6203
H 6.301 -1.177 2.413 0.0861
N -2.205 2.102 -1.247 -0.0783
C 0.372 -0.254 -2.959 -0.5838
H 3.849 -2.026 4.930 0.0552
H 5.579 -3.971 4.685 0.0596
H 2.596 -2.859 -3.363 0.0756
N -1.060 0.450 2.036 0.0982
C -2.341 3.429 -1.324 -0.4684
Br 1.789 -2.338 1.957 0.5218
C 3.665 -6.256 3.784 -0.0940
N -0.589 2.684 2.168 -0.1111
O -0.079 0.207 -1.862 -0.2522
H 4.201 -4.033 -1.390 0.0861
H 2.180 -5.081 5.726 0.0829
H 2.976 -3.053 -0.612 0.0373
H 0.759 -1.449 -0.960 0.0293
H -1.884 5.312 -0.674 0.1422
H 1.010 -6.181 4.060 0.0817
N -3.810 2.629 -2.566 -0.1026
```